Density functional theory data (ωB97M-V with the def2-TZVPD basis set) for a 13-piece molecular cluster, C81H164F18N7O13 overall.

For the HOMO energy, the calculation gives -6.24 eV. Its multiplicity is 1. The calculated total energy is -172588.13576 eV. The orbital gap is 2.8 eV. Its net charge is +1.

Structure (XYZ):
```
283
Properties=species:S:1:pos:R:3:forces:R:3
C 9.57557 -1.60829 4.74028 -0.316 0.322 -0.421
C 8.62367 -0.76483 3.84111 2.457 -2.471 -0.403
C 7.28958 -1.46541 3.74807 -1.560 1.010 0.796
C 7.23530 -2.88474 3.07543 -0.077 1.038 -0.249
N 5.82573 -3.53186 2.95933 -0.692 -0.215 1.905
C 5.71496 -4.75508 2.04713 0.952 1.988 -0.751
C 4.33070 -4.77452 1.45312 0.377 -1.058 0.077
C 3.82742 -3.32539 1.46593 -0.935 -1.056 0.023
C 4.86098 -2.50810 2.24289 0.938 -0.467 -0.406
C 5.32715 -4.04901 4.32200 0.165 1.692 -1.148
H 9.68322 -2.61923 4.34719 0.418 0.086 -0.249
H 9.16203 -1.78095 5.73389 -0.052 0.430 0.238
H 10.54226 -1.11040 4.81600 0.053 -0.323 0.110
H 8.99181 -0.84593 2.81838 0.517 0.357 -0.039
H 8.76004 0.28236 4.11110 -1.218 -0.023 0.120
H 6.70996 -0.67293 3.27467 -0.781 -0.641 -0.576
H 6.91755 -1.48684 4.77240 -0.380 -0.448 0.206
H 7.93599 -3.54109 3.59151 -0.453 -0.343 0.007
H 7.57780 -2.77272 2.04673 -0.021 -0.132 -0.100
H 6.07943 -5.69897 2.45253 0.258 0.424 0.192
H 6.32597 -4.30294 1.26590 0.469 -1.247 -0.626
H 3.58105 -5.42702 1.90075 0.297 -0.088 0.542
H 4.57300 -5.30901 0.53457 -0.739 0.708 -0.751
H 2.85388 -3.42308 1.94633 0.023 0.560 0.514
H 3.53487 -3.03102 0.45803 0.818 0.632 -0.010
H 4.53614 -1.73062 2.93434 -0.203 -0.397 0.183
H 5.53622 -2.00952 1.54751 -0.039 0.004 -0.154
H 4.37692 -4.53494 4.10056 0.108 -0.060 0.343
H 5.20943 -3.15644 4.93645 -0.195 -0.247 0.281
H 6.06926 -4.71830 4.75721 -0.098 0.005 -0.242
C -0.38309 3.07863 4.14480 1.400 -0.395 1.446
C -0.62316 4.52658 4.62713 -1.284 -1.624 0.294
C 0.25616 5.47511 3.92313 0.060 1.370 -1.698
C -0.50038 6.81430 3.68717 1.801 0.063 0.992
N 0.37837 7.99406 3.15750 -0.208 1.588 -1.133
C 1.59623 8.47619 4.03826 -1.535 -0.152 0.251
C 0.93700 9.19779 5.21470 -0.664 -0.912 -0.138
C -0.21842 10.00994 4.51245 1.636 -0.256 0.548
C -0.47949 9.26430 3.18604 -0.094 0.695 0.688
C 0.94736 7.82613 1.73834 0.437 -1.859 1.132
H 0.61498 2.77879 4.46428 0.352 -0.042 0.132
H -0.33007 2.86161 3.07794 -0.689 0.615 -0.174
H -1.02518 2.37092 4.66918 -0.415 -0.023 -0.170
H -0.45992 4.68486 5.69316 -0.231 -0.665 0.246
H -1.69274 4.62963 4.44423 -0.108 0.881 -0.090
H 0.46032 4.95621 2.98655 0.473 0.734 -0.424
H 1.19916 5.60487 4.45417 0.027 0.049 -0.113
H -0.80788 7.21383 4.65356 -0.131 -0.134 0.185
H -1.41231 6.63410 3.11796 0.335 0.509 -0.849
H 2.09032 9.27206 3.48098 0.096 -0.481 -0.535
H 2.27877 7.65484 4.25646 -0.173 0.042 -0.116
H 1.69938 9.76970 5.74365 -0.282 0.306 -0.083
H 0.56280 8.45552 5.91976 -0.144 0.064 0.124
H 0.26986 10.96134 4.30145 -0.401 0.200 -0.211
H -1.11869 10.23321 5.08494 0.208 -0.376 0.178
H -0.12633 9.96496 2.42943 -0.190 -0.679 -0.459
H -1.54909 9.08183 3.08237 0.297 -0.480 -0.450
H 1.38933 8.76052 1.39237 -0.407 -0.136 0.034
H 0.27969 7.29655 1.05874 -0.647 0.662 0.060
H 1.73565 7.09393 1.91321 0.459 0.082 -0.316
C -8.46820 8.02313 -4.81227 -0.214 -0.298 -0.178
C -7.82109 6.82330 -5.49132 1.569 -0.592 -0.486
C -7.88205 5.51208 -4.71398 -0.561 -0.407 -0.356
C -7.45728 4.19109 -5.47461 -0.104 -0.226 1.276
N -6.64194 3.24401 -4.59209 1.471 1.134 0.186
C -5.32604 3.92450 -4.25422 0.746 0.425 1.153
C -4.32025 2.78162 -3.98471 1.038 2.974 2.115
C -4.73867 1.63607 -4.72848 -0.988 -1.759 -2.342
C -6.03263 2.11604 -5.47303 -2.008 -2.387 1.962
C -7.36493 2.73736 -3.27709 1.580 0.612 -1.417
H -9.53417 7.79812 -4.77773 -0.210 0.496 -0.188
H -8.23859 8.91813 -5.39049 -0.420 -0.008 -0.066
H -8.20872 8.26433 -3.78146 0.529 -0.469 0.028
H -6.77167 6.96875 -5.74754 0.272 0.529 0.174
H -8.25147 6.65568 -6.47862 -0.469 0.128 0.011
H -8.94041 5.48360 -4.45483 -0.072 -0.808 0.303
H -7.33847 5.60975 -3.77426 0.128 -0.020 -0.045
H -6.74953 4.24256 -6.30197 -0.532 0.971 -0.283
H -8.32171 3.59786 -5.77287 -0.049 0.175 -0.187
H -5.35282 4.59578 -3.39586 -0.543 -0.169 0.157
H -5.04354 4.59723 -5.06398 -0.084 -0.449 -0.422
H -4.25551 2.61247 -2.90986 -0.058 0.037 0.112
H -3.29913 2.99958 -4.29763 -0.161 0.843 0.277
H -4.85934 0.73509 -4.12699 -0.604 0.027 -0.140
H -3.87562 1.42478 -5.35982 -0.671 -0.493 -0.809
H -6.82874 1.39130 -5.30251 0.118 -0.833 -0.727
H -6.04207 2.31264 -6.54511 0.394 0.621 0.333
H -6.61410 2.06699 -2.85879 -0.585 -0.442 0.027
H -8.33747 2.30826 -3.51821 0.306 -0.260 -0.140
H -7.43685 3.57109 -2.57866 -0.144 0.179 -0.374
C -2.04729 -5.39618 3.10722 -0.435 -0.382 -0.354
C -3.19495 -4.53829 3.67089 0.824 1.189 -1.224
C -3.05705 -3.12677 2.96077 -0.415 -0.431 0.532
C -4.15955 -2.12514 3.40176 -0.217 -0.852 -1.530
N -3.72482 -0.68480 3.26184 1.128 0.988 0.303
C -2.69301 -0.41145 4.31667 0.302 0.947 0.644
C -3.45886 -0.07203 5.61267 -0.303 -0.043 -1.312
C -4.79483 0.55649 5.09838 -0.723 -1.043 1.210
C -4.82373 0.36826 3.57549 0.645 -0.116 0.318
C -3.20510 -0.36741 1.83078 -1.517 -1.498 0.274
H -1.85475 -6.29017 3.70037 0.149 0.150 0.094
H -1.14237 -4.80913 2.95043 0.166 0.037 0.567
H -2.23388 -5.75509 2.09506 -0.446 -0.038 -0.022
H -3.11532 -4.46252 4.75535 0.108 0.314 0.079
H -4.19223 -4.93057 3.47180 0.096 -0.236 -0.163
H -3.04543 -3.25300 1.87816 -0.614 -0.308 -0.112
H -2.04359 -2.74154 3.07305 0.043 0.123 0.769
H -4.57984 -2.44454 4.35540 0.542 0.950 0.589
H -5.02959 -2.25640 2.75842 0.043 0.143 -0.362
H -2.13458 0.44817 3.94611 0.100 0.014 0.138
H -1.99793 -1.22516 4.52366 -0.167 -0.086 -0.667
H -2.86405 0.62435 6.20373 -0.146 -0.151 0.093
H -3.60732 -1.01280 6.14277 -0.180 0.250 0.298
H -4.91960 1.56043 5.50414 0.364 0.365 -0.922
H -5.67037 0.09580 5.55586 0.143 -0.568 0.025
H -4.55719 1.35349 3.19291 0.357 -0.401 -0.791
H -5.69238 -0.02286 3.04578 -0.321 0.301 0.552
H -3.06385 0.69900 1.65504 0.153 -0.152 0.461
H -4.04178 -0.73105 1.23425 -0.095 0.392 -0.360
H -2.38758 -1.01352 1.51093 0.288 0.325 0.618
C 0.52888 -0.31859 2.71153 0.615 0.490 -1.197
C 0.28218 0.33547 1.33176 -0.109 -0.474 -0.416
C 0.60550 -0.60257 0.09379 0.196 1.269 0.411
C 0.49709 0.16851 -1.25530 0.590 -0.392 0.057
N 0.72804 -0.64589 -2.56039 -0.557 -0.612 -0.469
C 0.51994 0.26347 -3.78303 -0.884 0.816 0.184
C -0.87474 -0.07220 -4.41089 1.290 0.114 0.038
C -1.58308 -0.94198 -3.37458 0.714 -0.467 -0.066
C -0.41360 -1.72263 -2.80810 0.648 -0.419 0.015
C 2.11222 -1.33237 -2.63500 -0.802 -0.773 0.917
H -0.00269 -1.27005 2.69534 -0.050 -0.054 0.668
H 0.27440 0.39181 3.49809 -0.583 -0.284 0.100
H 1.59632 -0.46651 2.87523 0.134 -0.420 -0.203
H 0.86190 1.25687 1.27641 -0.075 0.053 -0.187
H -0.77423 0.60386 1.32511 -0.036 0.266 -0.313
H -0.02583 -1.49019 0.13479 0.044 -0.133 -0.130
H 1.65210 -0.86829 0.24248 0.017 -0.463 -0.186
H 1.24526 0.96120 -1.25834 0.262 -0.125 -0.085
H -0.43725 0.72387 -1.33704 -0.298 -0.443 -0.256
H 1.32309 0.20276 -4.51745 0.117 -0.470 0.116
H 0.47256 1.30409 -3.46217 0.327 -0.137 0.410
H -0.59871 -0.64089 -5.29887 -0.544 -0.253 -0.092
H -1.29736 0.87693 -4.74048 -0.448 -0.172 0.173
H -2.33218 -1.64793 -3.73314 0.096 0.090 -0.391
H -2.05809 -0.45693 -2.52183 -0.041 0.654 -0.192
H 0.06585 -2.46908 -3.44138 -0.099 0.425 -0.846
H -0.75762 -2.41374 -2.03861 0.610 0.762 1.158
H 2.97464 -0.67157 -2.54744 -0.457 0.365 0.416
H 2.30594 -1.94033 -3.51870 -0.787 0.461 -0.451
H 2.02215 -2.09452 -1.86097 0.647 0.210 0.333
C 1.26969 -3.55677 4.66734 1.587 -0.318 -0.436
C 0.96617 -3.04341 6.04266 -1.376 -0.123 0.396
C 1.48913 -3.90158 7.18568 0.362 -0.088 0.111
C 0.84262 -3.49408 8.50647 1.335 0.165 0.056
N 1.40407 -4.29253 9.68893 -0.637 -0.333 0.790
C 1.26738 -3.44162 10.94620 0.983 0.275 -0.635
C 2.39516 -3.91187 11.87066 -0.015 -1.084 2.093
C 3.36050 -4.96636 11.14904 -1.869 2.066 -0.719
C 2.95965 -4.62626 9.72220 -0.600 0.210 -1.500
C 0.53060 -5.55141 9.95958 1.064 1.078 -0.738
H 0.80672 -4.51603 4.43586 -0.241 0.204 -0.071
H 2.34397 -3.73727 4.62933 0.291 -0.315 0.040
H 1.19291 -2.83490 3.85426 -0.783 0.015 0.156
H -0.11019 -3.10625 6.20267 -0.434 0.409 -0.269
H 1.22809 -1.98971 6.13857 0.243 -0.023 0.190
H 2.57146 -3.80992 7.27650 0.111 0.288 0.046
H 1.36401 -4.96448 6.97907 -0.463 -0.110 -0.115
H -0.24581 -3.46966 8.55955 -0.044 -0.847 -0.148
H 1.05763 -2.44151 8.69072 0.531 -0.001 0.068
H 0.22377 -3.40903 11.25908 0.197 -0.496 0.344
H 1.51913 -2.41473 10.68125 -0.120 -0.074 -0.342
H 2.04294 -4.32079 12.81767 -0.455 -0.478 -0.182
H 2.87177 -3.02851 12.29564 0.654 -0.015 -0.677
H 3.14785 -6.02722 11.28117 -0.003 0.231 0.727
H 4.40567 -4.72328 11.34045 -0.139 -0.208 -0.094
H 3.18471 -5.41220 9.00127 -0.321 0.012 -0.038
H 3.39670 -3.70328 9.34117 0.170 0.028 0.234
H -0.51029 -5.26914 9.80157 0.081 0.177 0.719
H 0.84260 -5.80047 10.97385 -0.680 -0.640 -0.217
H 0.69723 -6.31821 9.20305 0.578 -0.050 0.263
C -1.07660 0.31935 -12.08993 -0.480 -0.064 -0.984
C -0.48732 -0.56465 -11.06277 -0.011 -4.383 0.111
O -0.19583 -1.76566 -11.20476 -0.958 4.680 0.789
N -0.27828 0.03867 -9.68177 -1.577 -0.283 -0.134
H 0.71419 -0.09747 -9.55303 1.799 -1.188 1.614
H -0.32100 1.04743 -9.65553 -0.459 0.505 -0.300
C -1.25253 -0.52198 -8.60100 0.564 0.194 -0.288
H -1.95233 0.90939 -11.81967 0.400 0.309 0.775
H -1.49526 -0.27209 -12.90418 0.554 -0.354 -0.019
H -0.28466 0.94502 -12.50162 -0.063 0.261 0.016
H -1.02462 -1.57095 -8.41174 0.018 0.233 -0.284
H -2.27978 -0.35729 -8.92614 0.170 -0.244 -0.536
H -1.17901 0.03796 -7.66870 0.782 0.082 -0.251
C 6.87339 -2.20500 -2.60579 3.468 0.412 -3.530
O 7.47282 -1.87715 -1.33799 -0.823 -1.140 0.255
O 7.88321 -2.35536 -3.55504 -3.314 -0.176 2.151
C 5.79562 -3.38758 -2.49122 2.380 -0.944 -1.699
F 4.78298 -3.34458 -3.35983 -0.097 0.979 -1.437
F 6.34964 -4.62174 -2.70543 -0.082 0.747 0.704
F 5.13818 -3.41799 -1.35949 -0.551 -0.090 3.211
C 8.20024 -0.65847 -1.19349 -1.404 -1.581 0.297
C 8.23132 -0.67862 0.28670 1.064 1.337 1.417
H 8.63428 0.29715 0.55801 0.157 0.084 0.843
H 7.23393 -0.79062 0.71186 -0.164 0.304 -0.249
H 8.81673 -1.47492 0.74638 0.414 -0.040 -0.400
H 7.62494 0.23342 -1.44179 -0.307 0.000 -0.690
H 9.17341 -0.59559 -1.68042 -0.068 -0.434 -0.124
H 6.24551 -1.33489 -2.79759 -0.817 0.628 -0.381
C 0.58998 -6.50497 -2.54113 1.251 -4.420 -2.282
O -0.34586 -6.03328 -3.53204 -2.429 2.458 0.896
O 1.30327 -7.49866 -3.21505 -0.596 3.233 2.678
C 1.36693 -5.33980 -1.80076 0.763 -2.407 -1.286
F 0.52525 -4.50214 -1.14558 0.047 0.527 0.768
F 2.29815 -5.81833 -0.86458 -1.390 0.777 -0.668
F 2.05061 -4.61938 -2.66640 0.457 0.880 -0.081
C -1.60415 -5.50380 -2.92738 0.784 -0.940 -1.742
C -2.70895 -5.23730 -3.95011 -0.308 0.291 -0.549
H -3.61656 -4.86539 -3.47469 0.211 0.584 0.587
H -2.41138 -4.51217 -4.70757 0.100 0.101 -0.020
H -3.19699 -6.04707 -4.49248 0.964 -0.720 -0.018
H -1.37964 -4.55552 -2.43906 -0.170 -0.052 0.394
H -2.03527 -6.24785 -2.25758 0.424 0.015 0.584
H -0.06707 -6.95051 -1.79421 -0.185 -0.077 1.115
C 2.51764 -0.87497 -7.67728 -0.928 2.634 0.793
O 2.39123 -0.89305 -9.13249 -0.440 -0.274 1.135
O 1.96728 0.34294 -7.23309 -0.420 -3.450 -0.657
C 1.96759 -2.28624 -7.07845 1.436 0.365 -1.395
F 0.75013 -2.65054 -7.45296 -1.889 0.687 -0.235
F 2.67623 -3.38934 -7.41167 1.055 0.384 -0.570
F 2.02495 -2.26709 -5.77059 -0.415 0.592 1.870
C 3.05262 -1.89208 -9.90008 -0.677 0.735 -0.870
C 3.22648 -1.17904 -11.24511 0.653 -0.565 -0.367
H 3.52180 -0.13409 -11.15043 0.262 -0.112 0.446
H 3.99946 -1.69140 -11.81789 -0.053 0.036 -0.268
H 2.32123 -1.15034 -11.85155 -0.163 -0.360 0.107
H 2.40524 -2.76229 -10.00840 -0.083 -0.141 -0.081
H 3.97739 -2.27300 -9.46675 0.172 0.524 0.157
H 3.56845 -0.81216 -7.39453 0.483 -0.812 -0.261
C -8.37787 -0.94447 -4.04008 -2.207 2.462 -2.597
O -7.11691 -1.41206 -4.60058 -0.785 -1.438 0.072
O -9.15467 -0.46146 -5.10259 1.679 -1.532 3.131
C -9.06500 -1.95103 -2.98352 0.420 0.642 -1.899
F -8.47049 -1.93546 -1.77361 -0.013 1.103 1.087
F -10.39637 -1.81397 -2.82742 0.701 0.448 0.205
F -8.84279 -3.17420 -3.37229 -0.268 -2.460 -1.125
C -6.19340 -2.11184 -3.79841 1.292 1.381 -0.655
C -5.00420 -2.40304 -4.71870 -0.009 -0.583 0.123
H -5.37137 -3.13763 -5.43540 0.293 0.252 -0.440
H -4.57578 -1.51894 -5.19085 -0.576 0.195 -0.331
H -4.12873 -2.84817 -4.24595 -0.299 -0.278 0.499
H -6.51722 -3.04047 -3.32840 -0.335 0.184 0.049
H -5.85439 -1.36166 -3.08398 0.143 -0.227 1.072
H -8.08531 -0.09758 -3.41937 0.351 0.492 0.953
C -2.24993 5.01782 0.51379 2.086 3.181 0.795
O -1.86654 4.76127 -0.81826 -0.227 -2.153 -1.019
O -2.31919 6.38108 0.59926 -1.218 -2.378 1.033
C -3.49679 4.11794 1.01564 1.745 2.618 -0.764
F -4.52650 4.92259 1.03912 -1.575 0.056 0.510
F -3.76657 3.12799 0.18082 -0.540 -1.499 -0.508
F -3.35991 3.55551 2.26407 0.099 0.006 -0.222
C -1.19796 3.52111 -1.13171 0.014 1.995 -0.824
C -0.97253 3.60183 -2.65135 -0.338 -1.953 -0.400
H -1.36067 2.63696 -2.97766 -0.011 -0.326 -0.630
H -1.53567 4.31277 -3.25595 0.044 0.419 0.719
H 0.06779 3.58334 -2.97613 0.078 0.454 0.308
H -1.75430 2.63654 -0.82168 -0.382 -0.043 -0.167
H -0.19843 3.40399 -0.71299 0.154 0.473 0.742
H -1.36981 4.71553 1.08137 0.380 -1.041 0.946
C 3.41708 3.97765 1.07998 0.908 1.703 3.572
O 4.11069 2.73933 1.05796 -0.051 -1.469 -1.783
O 4.00366 4.69888 2.17503 -1.904 -0.951 -3.831
C 3.31808 4.63798 -0.40607 -0.217 -0.290 3.579
F 2.58475 3.91746 -1.24471 -1.122 -0.994 -0.846
F 2.69258 5.84967 -0.35985 0.617 -0.134 -0.054
F 4.50185 4.70939 -0.92454 1.509 0.896 -0.903
C 3.64499 1.60290 0.28275 2.422 -0.064 1.000
C 4.89844 0.67152 0.27676 -1.348 0.523 -1.474
H 5.24749 0.40578 1.27458 -0.008 0.081 -0.171
H 4.61575 -0.16843 -0.35779 0.051 -0.825 0.430
H 5.65843 1.12275 -0.36114 0.323 0.306 0.630
H 3.35800 1.75756 -0.75736 0.091 0.617 -0.055
H 2.83753 1.02782 0.73597 -0.403 0.329 0.541
H 2.41378 3.67409 1.37891 -1.237 0.256 -0.382
```
Positions in Å, forces in eV/Å.